No. 1
An isolated molecule of C5H8N2O4 in a non-equilibrium geometry. Source: OMol25; level of theory: ωB97M-V/def2-TZVPD.

```
19
Properties=species:S:1:pos:R:3:forces:R:3:lowdin_charge:R:1
C -1.7500 0.9104 0.8343 2.8 2.2 1.1 -0.34
C -1.1996 -1.4062 -0.0977 1.5 -0.7 -0.4 -0.57
C 1.1169 -0.3681 -0.5231 -1.9 -5.2 2.7 -0.42
C -0.0712 0.9155 -2.1514 -3.4 1.8 -2.5 -0.01
C 2.2990 0.1929 1.3416 -2.3 3.8 -0.1 -0.09
N -1.9137 -0.2716 0.1675 -4.0 -0.1 0.5 0.13
N 0.1171 -1.4121 -0.5015 1.6 1.4 0.8 0.20
O -2.5513 1.8123 0.8984 -0.3 -1.1 -0.1 0.05
O -1.8072 -2.4412 -0.1359 -0.7 -1.3 0.1 0.08
O 0.8656 0.5836 -1.3200 3.8 4.3 -0.6 0.00
O 2.3154 -0.5143 0.1238 -1.6 0.1 -1.1 -0.05
H -1.0297 0.3761 -2.2210 0.8 0.0 0.1 0.08
H -0.0980 2.0253 -2.3695 0.1 -1.5 0.3 0.10
H -0.6998 1.1322 1.3447 -1.6 -1.0 -1.1 0.16
H 2.0381 1.4080 1.1160 0.6 -3.2 0.6 0.16
H 3.2780 0.1815 1.6948 1.6 -0.2 0.9 0.05
H 1.5410 -0.1604 2.1012 0.8 0.0 -0.9 0.10
H -2.9457 -0.6302 0.1811 2.3 1.3 -0.2 0.22
H 0.4953 -2.3337 -0.4833 0.0 -0.7 -0.1 0.15
```
Positions in Å, forces in eV/Å.

Values from the calculation:
expectation value of S²: 2.007
multiplicity: 3
net charge: 0
energy above the lowest of the compared OMol25 structures with the same formula, charge and spin: 0.0 kcal/mol
total energy: -605.589149 hartree
HOMO (spin up / spin down): -6.20 / -10.53 eV
Kohn-Sham gap (spin up / spin down): 6.8 / 10.0 eV


No. 2
C32H36BrO4TeY as an isolated structure in a non-equilibrium geometry. Source: OMol25; level of theory: ωB97M-V/def2-TZVPD.

```
75
Properties=species:S:1:pos:R:3:forces:R:3:lowdin_charge:R:1
Y 0.0610 -0.6210 0.4697 0.9 1.1 -0.6 1.59
C 3.4056 0.6370 -0.3465 0.1 0.0 -0.1 -0.15
C 3.4614 -0.2683 0.8589 0.1 -0.2 0.1 -0.12
O 2.2864 -0.1720 1.6718 -0.8 -0.2 -0.2 -0.22
C 2.2214 0.8904 2.6280 0.1 -0.1 0.1 -0.14
C 1.7700 2.1879 2.0171 0.0 0.1 0.0 -0.16
O 0.5721 1.9360 1.2917 -0.1 -0.2 0.0 -0.24
C 0.1973 3.0246 0.4563 0.1 0.1 0.1 -0.15
C -0.8236 2.5269 -0.5313 -0.1 0.0 -0.1 -0.13
O -0.4412 1.2874 -1.1397 0.2 -0.4 0.4 -0.27
C 0.3950 1.3329 -2.3022 -0.2 0.0 -0.1 -0.12
C 1.8489 1.4672 -1.9422 0.2 0.0 0.0 -0.15
O 2.0741 0.5981 -0.8434 -0.3 -0.3 0.1 -0.23
H 4.1087 0.2666 -1.0976 0.0 0.0 0.0 0.15
H 3.6771 1.6694 -0.1148 0.0 0.0 0.0 0.13
H 4.3477 -0.0482 1.4562 0.0 0.0 0.0 0.15
H 3.4996 -1.3080 0.5431 0.0 -0.1 0.0 0.13
H 3.1902 1.0238 3.1123 0.0 -0.1 0.0 0.16
H 1.5039 0.5563 3.3731 0.0 0.0 0.0 0.08
H 2.5226 2.5972 1.3407 0.0 0.1 0.0 0.13
H 1.5981 2.9214 2.8102 0.0 0.0 0.0 0.15
H 1.0825 3.4205 -0.0459 0.0 0.0 0.0 0.13
H -0.2447 3.8299 1.0487 0.0 0.0 0.0 0.15
H -0.9948 3.2827 -1.2999 -0.1 0.0 0.0 0.15
H -1.7694 2.3220 -0.0293 0.0 0.0 0.0 0.13
H 0.0805 2.1416 -2.9636 0.0 0.0 0.0 0.15
H 0.2265 0.3833 -2.8091 0.0 0.0 0.0 0.13
H 2.1210 2.4882 -1.6666 0.0 0.0 0.0 0.13
H 2.4578 1.1778 -2.8033 0.1 0.0 0.0 0.15
C -3.6143 -0.0265 -0.3671 0.0 0.0 0.0 -0.09
C -3.5363 -1.2009 0.3777 0.0 0.0 0.0 -0.16
C -2.8080 -2.2868 -0.0986 0.1 0.1 0.1 -0.11
C -2.1782 -2.2073 -1.3420 0.1 0.0 -0.1 -0.10
C -2.2543 -1.0348 -2.0851 -0.1 0.0 0.0 -0.09
C -2.9760 0.0527 -1.5978 -0.1 -0.1 0.0 -0.08
H -4.2114 0.8022 -0.0081 0.0 0.0 0.0 0.12
H -4.0841 -1.2874 1.3057 0.0 0.0 0.0 0.09
H -2.7973 -3.2190 0.4534 0.0 0.0 0.0 0.11
H -1.6786 -3.0735 -1.7539 0.1 0.0 0.1 0.12
H -1.8126 -0.9969 -3.0737 0.0 0.0 0.0 0.12
H -3.0745 0.9466 -2.2005 0.0 0.0 0.0 0.12
Br 2.6528 -6.4762 -2.4319 0.0 -0.1 0.0 0.81
C 1.9434 -4.9199 -1.6585 0.0 0.0 0.0 -0.70
C 0.9859 -5.0219 -0.6591 -0.1 0.0 0.1 -0.12
C 0.4751 -3.8643 -0.0907 0.0 -0.1 -0.1 -0.16
C 0.8864 -2.5777 -0.4802 0.1 0.2 0.2 -0.29
C 1.8457 -2.5346 -1.5064 0.0 0.0 0.0 -0.15
C 2.3751 -3.6786 -2.0925 0.0 0.1 -0.1 -0.12
H 0.6442 -5.9965 -0.3335 0.0 0.0 0.0 0.11
H -0.2806 -3.9938 0.6786 0.0 0.0 -0.1 0.06
H 2.2089 -1.5808 -1.8804 0.0 0.0 0.0 0.08
H 3.1119 -3.6075 -2.8826 0.0 0.0 0.0 0.11
Te -1.6649 -0.3178 3.1055 -0.4 -0.3 0.4 1.46
C -1.6300 0.7753 4.8978 0.1 0.0 -0.3 -0.53
C -2.6165 0.4356 5.8144 0.1 0.2 0.2 -0.13
C -2.6029 1.0527 7.0601 0.0 0.0 0.0 -0.05
C -1.6237 1.9891 7.3665 0.0 0.0 0.0 -0.05
C -0.6561 2.3270 6.4297 0.1 0.1 0.0 -0.06
C -0.6554 1.7223 5.1803 -0.1 0.1 0.1 -0.14
C -0.3122 -1.8354 3.6853 0.0 -0.1 -0.2 -0.53
C 0.7385 -1.5876 4.5650 0.0 -0.1 0.0 -0.13
C 1.6239 -2.6125 4.8628 0.0 0.0 0.0 -0.05
C 1.4782 -3.8660 4.2745 0.0 0.0 0.0 -0.04
C 0.4237 -4.1111 3.4105 0.0 0.0 0.0 -0.06
C -0.4836 -3.0965 3.1181 0.1 0.1 0.1 -0.17
H -3.3769 -0.2950 5.5754 0.0 0.0 0.0 0.10
H -3.3612 0.7973 7.7885 0.0 0.0 0.0 0.12
H -1.6175 2.4628 8.3392 0.0 0.0 0.0 0.12
H 0.1003 3.0641 6.6686 0.0 0.0 0.0 0.12
H 0.0894 1.9975 4.4437 0.0 0.0 0.0 0.08
H 0.8436 -0.6237 5.0500 0.0 0.0 0.0 0.10
H 2.4283 -2.4343 5.5656 0.0 0.0 0.0 0.12
H 2.1803 -4.6563 4.5060 0.0 0.0 0.0 0.12
H 0.2879 -5.0968 2.9851 0.0 0.0 0.0 0.12
H -1.3525 -3.3045 2.5033 0.0 0.0 0.0 0.08
```
Positions in Å, forces in eV/Å.

Values from the calculation:
net charge: +2
energy above the lowest of the compared OMol25 structures with the same formula, charge and spin: 22.8 kcal/mol
total energy: -4421.768548 hartree
HOMO: -13.16 eV
Kohn-Sham gap: 7.5 eV


No. 3
C25H26AgBN8S3 as an isolated structure. Source: OMol25; level of theory: ωB97M-V/def2-TZVPD.

```
64
Properties=species:S:1:pos:R:3:forces:R:3:lowdin_charge:R:1
Ag -0.5307 2.2746 0.4894 -0.1 0.0 0.0 0.53
S -1.7840 -0.0565 6.2603 0.0 0.0 0.0 1.04
C -1.3021 -0.7761 7.7364 0.0 0.0 0.0 -0.42
C -0.6206 -1.9348 7.5313 0.0 0.0 0.0 -0.18
C -0.4787 -2.2430 6.1525 0.0 0.0 0.0 -0.12
C -1.0568 -1.3152 5.3333 0.0 0.0 0.0 -0.49
C -1.0952 -1.3096 3.8654 0.0 0.0 0.0 -0.20
C -1.1664 -0.0985 3.1481 0.0 0.0 0.0 -0.11
N -1.1549 -0.0153 1.8418 0.0 0.0 -0.1 0.11
C -1.0960 -1.1505 1.1206 0.0 0.0 0.0 -0.15
C -1.0513 -2.4165 1.7293 0.0 0.0 0.0 -0.13
C -1.0242 -3.6012 0.9190 0.0 0.0 0.0 -0.02
C -1.0389 -3.5136 -0.4259 0.0 0.0 0.0 -0.02
C -1.0697 -2.2369 -1.0818 0.0 0.0 0.0 -0.14
C -1.0465 -2.1212 -2.4823 0.0 0.0 0.1 0.01
C -1.0358 -0.8799 -3.0729 0.0 -0.1 0.0 -0.20
C -1.0824 0.2389 -2.2088 0.0 0.0 -0.1 -0.07
N -1.1085 0.1579 -0.9034 0.0 0.0 0.1 0.10
C -1.0940 -1.0594 -0.3240 0.0 0.0 0.0 -0.17
C -0.9168 -0.6818 -4.5209 0.0 0.0 0.0 -0.49
C -0.7322 0.4899 -5.2017 0.0 0.0 0.0 -0.11
C -0.6039 0.3015 -6.6036 0.0 0.0 0.0 -0.16
C -0.6818 -1.0062 -6.9657 0.0 0.0 0.0 -0.41
S -0.9200 -2.0239 -5.6100 0.0 0.0 0.0 1.03
C -1.0478 -2.4719 3.1296 0.0 0.0 0.0 0.05
H -1.5573 -0.3106 8.6742 0.0 0.0 0.0 0.06
H -0.2281 -2.5461 8.3303 0.0 0.0 0.0 0.10
H 0.0520 -3.1075 5.7797 0.0 0.0 0.0 0.11
H -1.2380 0.8432 3.6825 0.0 0.0 0.0 0.05
H -0.9954 -4.5650 1.4123 0.0 0.0 0.0 0.11
H -1.0230 -4.4071 -1.0385 0.0 0.0 0.0 0.12
H -1.0132 -3.0267 -3.0786 0.0 0.0 0.0 0.10
H -1.0731 1.2414 -2.6186 0.0 0.0 0.0 0.09
H -0.6820 1.4720 -4.7507 0.0 0.0 0.0 0.07
H -0.4579 1.1129 -7.3008 0.0 0.0 0.0 0.11
H -0.6208 -1.4297 -7.9549 0.0 0.0 0.0 0.06
H -1.0265 -3.4357 3.6248 0.0 0.0 0.0 0.13
N 1.4753 1.9167 1.9777 0.2 0.1 0.1 -0.01
N 1.2593 2.2570 3.3121 -0.1 0.0 0.0 -0.08
C 0.1852 2.9750 3.7160 0.1 -0.1 -0.1 -0.91
N 0.1815 3.2657 5.0371 0.0 0.0 0.0 0.08
S -1.0776 3.4842 2.7416 0.1 0.0 0.0 0.62
H 1.6255 0.9195 1.8590 0.0 0.0 0.0 0.03
H 2.2870 2.4075 1.6190 -0.1 0.0 0.0 0.10
H 1.9914 2.0618 3.9791 0.0 0.0 0.0 0.15
H 0.7940 2.7938 5.6813 0.0 0.0 0.0 0.10
H -0.6520 3.6898 5.4039 0.0 0.0 0.0 0.09
B 0.1508 3.9525 -4.0940 0.0 0.0 0.0 -0.45
C 0.0455 3.5463 -2.5684 0.0 0.0 0.1 -0.27
N -0.0179 3.1976 -1.4685 0.0 0.0 0.0 0.02
H 1.0496 3.2833 -4.5722 0.0 0.0 0.0 0.00
H 0.3887 5.1346 -4.1602 0.0 0.0 0.0 0.00
H -0.9179 3.6829 -4.6083 0.0 0.0 0.0 0.00
C 2.4065 0.9732 -3.0416 -0.1 0.0 0.0 -0.03
N 2.0849 -0.2593 -2.3206 0.0 -0.1 0.0 -0.19
C 2.3338 -1.5210 -3.0066 0.0 0.0 -0.1 -0.04
C 2.1918 -0.2526 -1.0043 0.0 0.1 0.1 -0.30
N 2.2651 -0.2246 0.1506 0.0 -0.1 0.0 0.17
H 3.4848 1.0822 -3.1874 0.0 0.0 0.0 0.10
H 2.0158 1.8249 -2.4918 0.0 0.0 0.0 0.07
H 1.9066 0.9389 -4.0076 0.0 0.0 0.0 0.08
H 3.4037 -1.7252 -3.1128 0.0 0.0 0.0 0.09
H 1.8769 -1.4627 -3.9949 0.0 0.0 0.0 0.08
H 1.8642 -2.3337 -2.4558 0.0 0.0 0.0 0.09
```
Positions in Å, forces in eV/Å.

Values from the calculation:
net charge: 0
energy above the lowest of the compared OMol25 structures with the same formula, charge and spin: 0.0 kcal/mol
total energy: -2772.715070 hartree
HOMO: -8.15 eV
Kohn-Sham gap: 7.6 eV


No. 4
C46H46IN6OPPr as an isolated structure in a non-equilibrium geometry. Source: OMol25; level of theory: ωB97M-V/def2-TZVPD.

```
102
Properties=species:S:1:pos:R:3:forces:R:3:lowdin_charge:R:1
Pr -1.6051 0.1134 -1.3199 1.3 1.3 1.4 0.94
C -2.4526 -3.3252 -0.7697 -0.9 0.1 2.5 -0.16
C -1.4637 -3.5485 -1.8548 1.3 -1.1 0.2 -0.13
C -0.1013 -3.1318 -1.3731 0.8 0.6 -0.1 -0.29
C 0.8058 -4.1300 -1.0923 -0.6 0.1 0.5 -0.01
C 2.1361 -3.8390 -0.8073 -0.1 -0.3 0.2 -0.02
C 2.5366 -2.5260 -0.9623 -1.8 0.6 -1.0 -0.02
C 1.5309 -1.5383 -1.1498 0.5 -0.8 0.7 -0.09
N 0.2206 -1.8175 -1.2409 0.0 -0.6 -0.9 0.03
N -3.2204 -2.0203 -0.8193 0.7 -0.9 0.0 -0.21
C -4.2808 -2.1708 -1.8323 -0.4 1.0 -0.5 -0.11
C -4.5678 -0.8959 -2.6033 4.1 0.3 -0.1 -0.23
C -5.7865 -0.4283 -2.8042 -2.4 0.6 -0.4 -0.03
C -6.0164 0.6926 -3.6345 -0.6 -0.5 -0.4 -0.03
C -4.9696 1.1918 -4.3520 0.4 1.4 0.0 -0.01
C -3.6523 0.7494 -3.9997 -1.2 0.0 -0.1 -0.12
N -3.4145 -0.2120 -3.1246 -2.2 -1.2 0.4 0.00
C -3.8117 -1.7812 0.5148 -0.7 0.7 0.2 -0.12
C -4.4477 -0.4066 0.6206 2.1 2.0 -0.8 -0.21
C -5.7641 -0.1421 0.9829 0.5 -2.6 -0.3 -0.04
C -6.2870 1.0843 0.8714 2.4 3.8 -1.0 -0.01
C -5.4015 2.1884 0.4870 -1.0 -2.8 1.0 0.02
C -4.0471 1.9098 0.3471 -1.1 -1.8 0.2 -0.14
N -3.5414 0.6138 0.3353 -2.6 0.2 0.3 0.02
H -3.1986 -4.1408 -0.6227 0.4 0.3 -0.4 0.15
H -1.8126 -3.3513 0.1733 -1.2 0.3 -0.8 0.16
H -1.3457 -4.6358 -2.0632 -0.5 0.7 0.1 0.14
H -1.6378 -3.0866 -2.7974 -0.6 0.5 -0.8 0.11
H 0.3087 -5.0886 -1.0402 0.8 -0.5 0.0 0.12
H 2.8152 -4.6293 -0.4720 -0.1 0.3 -0.4 0.13
H 3.5406 -2.2536 -1.1598 0.9 0.3 0.7 0.11
H 1.7959 -0.4904 -1.1383 0.1 -0.1 -0.1 0.09
H -4.0294 -2.9519 -2.5413 0.3 -0.1 -0.1 0.14
H -5.2407 -2.4546 -1.4077 0.0 -0.3 0.4 0.13
H -6.6504 -0.9528 -2.4006 0.2 0.1 0.1 0.13
H -7.0558 1.0468 -3.7782 0.9 -0.1 0.1 0.13
H -5.1704 2.0605 -5.0364 0.7 -1.1 0.6 0.14
H -2.7819 1.1954 -4.4307 0.3 0.4 -0.2 0.09
H -4.5683 -2.5353 0.7362 0.1 -0.2 0.1 0.14
H -3.0369 -1.7857 1.2754 0.2 -0.3 0.0 0.14
H -6.3949 -0.9887 1.2312 0.0 0.0 0.2 0.13
H -7.2812 1.3184 1.1089 -1.3 0.1 0.2 0.10
H -5.8305 3.1670 0.3962 0.2 0.4 0.0 0.11
H -3.3844 2.7235 0.2417 0.9 0.4 -0.3 -0.01
C 5.6879 -0.8989 1.7828 -0.4 1.6 0.6 -0.04
C 5.0087 0.4314 1.3406 -1.0 -0.1 0.6 -0.23
C 5.8023 1.2691 0.5416 -0.1 -0.5 0.1 -0.08
C 5.5216 2.6318 0.4297 -0.7 -1.3 -0.7 -0.08
C 4.2549 3.0541 0.8025 1.5 2.2 0.3 -0.10
C 3.3801 2.2274 1.4371 -0.7 -0.9 0.2 -0.13
C 3.6919 0.9168 1.7490 1.7 -0.1 -1.0 -0.34
P 2.4400 -0.2299 2.3564 -0.4 -1.6 -0.9 1.07
C 3.1743 -0.4387 3.9664 0.5 0.7 3.1 -0.36
C 3.2767 0.7548 4.7248 0.4 -1.4 0.0 -0.07
C 3.8506 0.7653 6.0029 -0.4 1.6 -1.0 -0.10
C 4.3781 -0.3705 6.5272 1.3 -1.9 0.6 -0.08
C 4.1891 -1.6278 5.8671 0.0 1.3 0.3 -0.04
C 3.5951 -1.6435 4.6192 -1.3 -0.6 -1.2 -0.28
C 3.2376 -2.9547 3.8876 -0.3 1.1 -1.4 -0.07
C 0.8194 0.5400 2.7469 -1.9 -0.3 0.3 -0.30
C 0.0669 0.0508 3.8955 0.2 1.2 -0.5 -0.11
C -1.2073 0.5341 4.2675 0.5 0.8 -0.9 -0.11
C -1.7317 1.6047 3.4494 0.9 -0.2 0.3 -0.11
C -1.0834 2.0085 2.2674 -0.2 -0.7 0.8 -0.08
C 0.0688 1.2937 1.7622 -0.1 0.0 1.7 -0.37
C 0.3926 1.3784 0.3883 0.1 -1.0 -1.8 -0.21
H 5.1454 -1.7784 1.4333 0.2 -0.1 0.2 0.05
H 5.8795 -0.9188 2.9150 -0.6 -0.1 -1.6 0.11
H 6.6522 -0.7563 1.3003 0.2 -0.9 0.1 0.05
H 6.5884 0.7976 -0.0948 -0.1 0.6 1.2 0.12
H 6.2638 3.2313 -0.0513 0.0 0.6 -0.3 0.10
H 4.0326 4.1243 0.7416 -0.1 -0.4 -0.2 0.11
H 2.4018 2.5648 1.7018 -0.4 0.4 0.1 0.09
H 2.9760 1.6944 4.2976 -0.2 0.2 -0.1 0.10
H 3.8974 1.7576 6.4774 0.3 -0.7 0.1 0.11
H 5.0748 -0.3131 7.3980 -1.1 -0.2 -0.5 0.12
H 4.4623 -2.5658 6.3489 0.2 0.3 -0.1 0.11
H 3.7016 -3.8643 4.2058 0.1 -0.4 1.0 0.06
H 3.6347 -2.8611 2.8499 -0.5 0.1 0.5 0.04
H 2.1222 -3.0864 3.7683 1.1 0.1 0.3 0.09
H 0.5297 -0.6510 4.5780 0.3 0.0 0.0 0.09
H -1.6593 0.2500 5.2587 0.4 0.3 -1.4 0.10
H -2.5824 2.1772 3.8309 0.2 -0.2 -0.3 0.09
H -1.4096 2.9024 1.6990 -0.1 -0.8 0.3 0.11
H 1.3821 1.0114 0.0421 -0.6 0.5 0.4 0.02
H 0.0237 2.2513 -0.1413 0.2 0.4 0.1 -0.04
I -1.8933 3.5793 -1.9663 -0.1 -0.7 -0.2 0.21
N 1.5980 4.5291 -3.8126 -3.3 -2.7 0.5 0.19
C 1.7995 3.5371 -4.7403 0.6 0.9 1.9 -0.51
O 2.6691 3.5839 -5.5693 0.5 0.1 -0.9 0.09
C 1.0151 2.2902 -4.5655 -0.2 -0.8 0.5 -0.13
C 0.8083 1.5456 -5.7008 -1.5 -0.8 -1.7 0.03
C 0.0284 0.3490 -5.6863 0.9 -0.1 0.4 -0.01
C -0.2815 -0.1764 -4.4240 0.1 1.5 -0.2 -0.13
N -0.1364 0.5829 -3.3026 1.9 -0.2 -0.5 -0.10
C 0.6116 1.7355 -3.3531 0.0 -0.7 1.7 -0.12
H 2.1986 5.2803 -3.8439 1.2 2.0 -0.1 0.08
H 0.6861 4.5720 -3.2692 1.8 0.0 -0.9 0.07
H 1.2474 1.9332 -6.6441 -0.5 -0.3 0.7 0.14
H -0.2523 -0.2144 -6.5996 0.7 0.4 0.7 0.12
H -0.5387 -1.2294 -4.2624 -0.6 0.5 -0.2 0.12
H 1.0696 2.0426 -2.3244 -1.5 0.1 -2.0 0.15
```
Positions in Å, forces in eV/Å.

Values from the calculation:
expectation value of S²: 2.006
multiplicity: 3
net charge: +1
total energy: -3340.112405 hartree
HOMO (spin up / spin down): -8.14 / -8.15 eV
Kohn-Sham gap (spin up / spin down): 4.9 / 5.0 eV